Entry 1:
Formula: C5H14N2O2
Source: the OMol25 dataset
Level of theory: ωB97M-V/def2-TZVPD

Output
* ⟨S²⟩: 0.757
* max |F|: 2.391 eV/A
* net charge: +1
* HOMO-LUMO gap (alpha / beta): 10.55 / 4.26 eV
* 2S+1: 2
* DFT total energy: -12477.3903 eV

Geometry (Å):
C1 0.211 -0.461 -0.110
N1 -0.972 0.277 0.180
C2 -2.153 -0.553 0.391
C3 -1.975 -1.400 1.658
O1 -2.275 -2.557 1.674
C4 1.358 0.446 -0.517
N2 2.283 -0.283 -1.318
C5 3.649 0.201 -1.485
H1 0.566 -0.957 0.805
H2 0.088 -1.357 -0.749
H3 -1.132 1.123 -0.358
H4 -2.304 -1.273 -0.420
H5 -3.035 0.073 0.497
H6 -1.666 -0.841 2.562
H7 1.030 1.340 -1.042
H8 1.928 0.822 0.328
H9 1.898 -0.482 -2.230
H10 4.284 -0.690 -1.378
H11 3.820 0.526 -2.511
H12 3.906 0.880 -0.726
H13 0.094 3.166 0.505
H14 -1.218 3.747 0.496
O2 -0.689 3.152 -0.064

Cartesian forces (eV/Å) of the 6 atoms listed first:
0.52 0.32 0.97
-0.63 -1.06 -0.83
0.64 -0.08 0.30
-0.86 0.22 -0.08
0.30 0.01 0.13
0.78 -0.45 0.38

---

Entry 2:
Formula: C2H3NO2
Source: the OMol25 dataset
Level of theory: ωB97M-V/def2-TZVPD

Output
* max |F|: 8.739 eV/A
* HOMO-LUMO gap (alpha / beta): 9.04 / 9.04 eV
* SMILES string: [O-][N+]1=CCO1
* DFT total energy: -7701.7816 eV

Geometry (Å):
O1 1.651 0.410 -1.550
N1 0.920 0.225 -0.669
C1 -0.263 -0.751 -0.486
C2 -0.452 0.083 0.808
O2 0.772 0.746 0.671
H1 -0.874 -0.944 -1.366
H2 -1.362 0.704 0.799
H3 -0.392 -0.472 1.793

Cartesian forces (eV/Å) of the 6 atoms listed first:
2.18 1.58 -0.22
-6.68 -5.61 0.55
3.92 4.32 0.61
-1.28 -2.31 0.90
1.47 1.38 -0.99
0.07 0.01 0.32

---

Entry 3:
Formula: C6H13O
Source: the OMol25 dataset
Level of theory: ωB97M-V/def2-TZVPD

Output
* max |F|: 1.841 eV/A
* net charge: -1
* HOMO-LUMO gap: 6.07 eV
* SMILES string: CCCCCC[O-]
* DFT total energy: -8479.4087 eV

Geometry (Å):
C1 1.371 0.964 -2.110
C2 0.894 0.922 -0.660
C3 0.846 -0.525 -0.154
C4 -0.577 -1.139 -0.184
C5 -1.568 -0.539 0.804
C6 -1.024 0.000 2.173
O1 -0.082 0.977 2.136
H1 2.474 0.922 -2.110
H2 1.104 0.086 -2.701
H3 1.214 1.888 -2.672
H4 1.585 1.424 0.014
H5 -0.079 1.369 -0.488
H6 1.090 -0.591 0.905
H7 1.465 -1.168 -0.780
H8 -0.592 -2.224 -0.017
H9 -1.006 -1.013 -1.191
H10 -2.105 0.304 0.346
H11 -2.414 -1.167 1.129
H12 -1.901 0.385 2.748
H13 -0.693 -0.878 2.813

Cartesian forces (eV/Å) of the 6 atoms listed first:
1.44 0.19 -0.10
0.07 -0.66 0.26
-1.37 -0.72 0.32
-0.55 -0.17 -0.41
-0.72 1.22 1.17
0.86 0.75 0.58

---

Entry 4:
Formula: C31H30Cl2CsNOP3S2
Source: the OMol25 dataset
Level of theory: ωB97M-V/def2-TZVPD

Output
* max |F|: 0.627 eV/A
* net charge: -1
* HOMO-LUMO gap: 6.15 eV
* DFT total energy: -111307.3294 eV

Geometry (Å):
Cs1 -0.362 0.342 -0.942
C1 -4.102 -1.664 -2.401
P1 -3.780 -0.839 -0.790
C2 -3.972 -2.272 0.338
C3 -5.360 0.092 -0.550
C4 -6.581 -0.573 -0.417
C5 -7.766 0.114 -0.228
C6 -7.748 1.503 -0.173
C7 -6.547 2.176 -0.310
C8 -5.342 1.495 -0.497
P2 -3.758 2.451 -0.703
C9 -4.249 3.519 -2.126
C10 -3.932 3.685 0.657
H1 -5.008 -2.275 -2.393
H2 -3.234 -2.292 -2.611
H3 -4.182 -0.911 -3.186
H4 -4.865 -2.873 0.157
H5 -3.961 -1.924 1.371
H6 -3.077 -2.879 0.185
H7 -6.602 -1.656 -0.462
H8 -8.699 -0.426 -0.126
H9 -8.666 2.057 -0.025
H10 -6.558 3.259 -0.270
H11 -5.202 4.027 -1.961
H12 -4.323 2.911 -3.028
H13 -3.469 4.266 -2.284
H14 -4.849 4.273 0.598
H15 -3.076 4.359 0.611
H16 -3.897 3.166 1.615
Cl1 1.119 -3.583 -3.409
C11 1.303 -3.455 -1.676
C12 2.427 -4.034 -1.084
C13 2.617 -3.963 0.266
Cl2 3.989 -4.782 0.983
C14 1.697 -3.268 1.086
C15 1.847 -3.105 2.480
C16 0.907 -2.415 3.187
C17 -0.200 -1.885 2.502
N1 -0.381 -2.022 1.213
C18 0.546 -2.696 0.487
C19 0.288 -2.795 -0.957
O1 -0.742 -2.282 -1.482
H17 3.146 -4.549 -1.707
H18 2.719 -3.520 2.969
H19 1.012 -2.259 4.253
H20 -0.958 -1.322 3.041
S1 2.427 2.410 -1.581
P3 3.045 1.501 0.076
S2 1.756 0.941 1.491
C20 4.351 2.560 0.831
C21 4.363 2.845 2.190
C22 5.373 3.631 2.733
C23 6.379 4.131 1.921
C24 6.371 3.847 0.560
C25 5.360 3.070 0.019
C26 4.036 0.027 -0.387
C27 4.161 -0.378 -1.707
C28 4.900 -1.514 -2.023
C29 5.523 -2.239 -1.021
C30 5.401 -1.834 0.305
C31 4.655 -0.715 0.621
H21 3.570 2.443 2.809
H22 5.371 3.850 3.794
H23 7.168 4.742 2.343
H24 7.153 4.238 -0.079
H25 5.338 2.862 -1.044
H26 3.670 0.199 -2.480
H27 4.979 -1.837 -3.054
H28 6.086 -3.131 -1.264
H29 5.868 -2.413 1.092
H30 4.528 -0.414 1.655

Cartesian forces (eV/Å) of the 6 atoms listed first:
-0.22 0.56 -0.17
0.02 0.02 0.04
0.18 -0.03 0.02
0.04 0.06 -0.02
0.06 0.01 0.00
-0.02 -0.02 0.00

---

Entry 5:
Formula: C13H16BeClN5O3
Source: the OMol25 dataset
Level of theory: ωB97M-V/def2-TZVPD

Output
* max |F|: 0.832 eV/A
* HOMO-LUMO gap: 7.95 eV
* DFT total energy: -40261.3739 eV

Geometry (Å):
Be1 0.779 -0.545 -0.094
N1 2.232 0.337 -0.735
C1 1.836 1.772 -0.797
C2 0.981 2.029 0.434
N2 -0.074 0.982 0.414
H1 3.013 0.198 -0.102
H2 2.510 -0.015 -1.645
H3 1.232 1.909 -1.695
H4 2.679 2.454 -0.846
H5 0.593 3.043 0.442
H6 1.579 1.880 1.334
H7 -0.744 1.158 -0.338
H8 -0.599 0.949 1.281
C3 -1.685 -2.942 2.995
C4 -3.038 -2.633 2.400
C5 -4.174 -2.589 3.194
C6 -5.423 -2.341 2.641
Cl1 -6.830 -2.297 3.670
C7 -5.552 -2.125 1.285
C8 -4.422 -2.166 0.474
C9 -3.176 -2.431 1.023
O1 -2.001 -2.504 0.324
C10 -1.982 -2.490 -1.101
C11 -1.325 -1.186 -1.508
O2 -1.983 -0.260 -1.951
O3 -0.041 -1.123 -1.262
H9 -1.685 -2.750 4.068
H10 -0.897 -2.350 2.527
H11 -1.429 -3.994 2.838
H12 -4.086 -2.751 4.263
H13 -6.524 -1.919 0.854
H14 -4.547 -1.968 -0.581
H15 -2.964 -2.541 -1.545
H16 -1.389 -3.341 -1.425
N3 -0.261 -5.751 1.612
C12 0.366 -4.792 1.799
N4 1.125 -3.740 2.063
C13 1.162 -2.587 1.572
N5 1.253 -1.482 1.171

Cartesian forces (eV/Å) of the 6 atoms listed first:
-0.07 0.32 0.06
-0.12 0.27 -0.03
-0.10 -0.32 0.08
-0.10 -0.37 -0.08
0.17 0.25 -0.05
0.00 0.02 0.01